Density functional theory data (the ωB97M-V functional and the def2-TZVPD basis) for 11 unconnected molecules or ions with the total composition C38H81N3O30P6.

The relative energy (zero: lowest compared OMol25 entry of this formula, charge and spin) comes out at 0.067 eV. For the HOMO-LUMO gap, the calculation gives 8.02 eV. Its charge is 0. The SMILES is C[C@H]1COC(=O)O1.C[C@H]1COC(=O)O1.COP(=O)(OC)OC.COP(=O)(OC)OC.COP(=O)(OC)OC.COP(=O)(OC)OC.COP(=O)(OC)OC.COP(=O)(OC)OC.c1cc[nH]c1.c1cc[nH]c1.c1cc[nH]c1. Its largest force on an atom is 4.17 eV Å⁻¹.

Each atom is followed by the atoms it is bonded to, with distances in Å.
Positions of all 158 atoms, in Å:
1 C 10.3009 24.5843 10.3115  C2 1.492, H8 1.064, H9 1.111, H10 1.103
2 C 11.3007 23.4795 10.3882  C1 1.492, C3 1.525, O7 1.471, H11 1.122
3 C 12.5003 23.7178 11.2987  C2 1.525, O4 1.408, H12 1.086, H13 1.067
4 O 12.0004 23.4003 12.5759  C3 1.408, C5 1.340
5 C 11.1524 22.3912 12.3364  O4 1.340, O6 1.210, O7 1.314
6 O 10.7200 21.6560 13.1953  C5 1.210
7 O 10.8561 22.2515 11.0643  C2 1.471, C5 1.314
8 H 10.6793 25.3976 9.7396  C1 1.064
9 H 9.9509 24.8669 11.3274  C1 1.111
10 H 9.4746 24.2549 9.6594  C1 1.103
11 H 11.7033 23.1174 9.4051  C2 1.122
12 H 12.7911 24.7606 11.2090  C3 1.086
13 H 13.3326 23.1049 11.0351  C3 1.067
14 C 13.7207 19.5638 13.4234  C15 1.547, H21 1.113, H22 1.068, H23 1.101
15 C 15.0959 19.2247 14.0451  C14 1.547, C16 1.631, O20 1.462, H24 1.088
16 C 15.3010 19.8038 15.5558  C15 1.631, O17 1.424, H25 1.068, H26 1.091
17 O 15.3758 18.5790 16.2786  C16 1.424, C18 1.322
18 C 15.2106 17.4971 15.5374  O17 1.322, O19 1.234, O20 1.304
19 O 15.1269 16.3255 15.9146  C18 1.234
20 O 15.0805 17.7800 14.2708  C15 1.462, C18 1.304
21 H 13.7573 19.3756 12.3270  C14 1.113
22 H 13.5591 20.6193 13.4355  C14 1.068
23 H 12.8664 19.1086 13.9487  C14 1.101
24 H 15.9450 19.4821 13.4148  C15 1.088
25 H 14.4496 20.4062 15.7870  C16 1.068
26 H 16.2693 20.2816 15.7100  C16 1.091
27 C 11.3419 11.2531 17.4374  O28 1.490, H35 1.069, H36 1.159, H37 1.084
28 O 12.8262 11.3659 17.4940  C27 1.490, P29 1.585
29 P 13.4381 12.4738 18.4482  O28 1.585, O30 1.527, O31 1.632, O33 1.603
30 O 12.6780 13.1021 19.6147  P29 1.527
31 O 13.9682 13.6805 17.4852  P29 1.632, C32 1.459
32 C 14.6712 13.3557 16.2483  O31 1.459, H38 1.076, H39 1.102, H40 1.069
33 O 14.8051 11.7800 18.9155  P29 1.603, C34 1.461
34 C 15.7948 12.4278 19.7729  O33 1.461, H41 1.106, H42 1.101, H43 1.058
35 H 10.9905 11.8796 16.6458  C27 1.069
36 H 10.9299 11.5797 18.4703  C27 1.159
37 H 11.1629 10.2131 17.1903  C27 1.084
38 H 13.9650 12.8248 15.6332  C32 1.076
39 H 15.4505 12.5903 16.3912  C32 1.102
40 H 15.0537 14.2523 15.8102  C32 1.069
41 H 15.1959 13.0648 20.4504  C34 1.106
42 H 16.5278 13.0551 19.2427  C34 1.101
43 H 16.2707 11.6766 20.3456  C34 1.058
44 C 16.7488 17.4404 11.5443  O45 1.428, H52 1.107, H53 1.110, H54 1.047
45 O 17.6817 17.4128 12.6254  C44 1.428, P46 1.609
46 P 18.4835 18.6960 13.1726  O45 1.609, O47 1.480, O48 1.531, O50 1.588
47 O 18.0633 19.8488 12.3452  P46 1.480
48 O 18.1077 18.7999 14.6533  P46 1.531, C49 1.466
49 C 18.7289 18.0903 15.7763  O48 1.466, H55 1.065, H56 1.109, H57 1.091
50 O 19.9922 18.2075 13.0841  P46 1.588, C51 1.498
51 C 20.3607 17.7268 11.7140  O50 1.498, H58 1.081, H59 1.088, H60 1.107
52 H 15.7965 17.8192 11.9612  C44 1.107
53 H 16.6598 16.3798 11.2294  C44 1.110
54 H 17.1346 18.0511 10.7863  C44 1.047
55 H 18.1720 18.3871 16.6347  C49 1.065
56 H 19.6871 18.6299 15.9170  C49 1.109
57 H 18.7970 17.0095 15.6478  C49 1.091
58 H 21.4376 17.7690 11.6342  C51 1.081
59 H 19.8732 18.3484 10.9664  C51 1.088
60 H 20.0708 16.6648 11.6014  C51 1.107
61 C 8.4158 15.9520 12.6112  O62 1.440, H69 1.094, H70 1.102, H71 1.063
62 O 8.8081 14.6391 13.0532  C61 1.440, P63 1.589
63 P 10.2682 14.1193 12.7041  O62 1.589, O64 1.515, O65 1.546, O67 1.559
64 O 10.4997 14.3663 11.2273  P63 1.515
65 O 10.2128 12.7272 13.3749  P63 1.546, C66 1.508
66 C 9.5476 11.6137 12.6052  O65 1.508, H72 1.080, H73 1.067, H74 1.139
67 O 11.4383 14.8101 13.4676  P63 1.559, C68 1.532
68 C 11.2018 15.0125 14.9681  O67 1.532, H75 1.087, H76 1.064, H77 1.075
69 H 9.2511 16.6580 12.6398  C61 1.094
70 H 7.5937 16.2431 13.2855  C61 1.102
71 H 8.0673 15.9146 11.6079  C61 1.063
72 H 9.7532 11.5413 11.5479  C66 1.080
73 H 8.5168 11.8342 12.7738  C66 1.067
74 H 9.8597 10.6644 13.1514  C66 1.139
75 H 10.1600 15.3149 15.0421  C68 1.087
76 H 12.0255 15.6817 15.0398  C68 1.064
77 H 11.4260 14.0702 15.4339  C68 1.075
78 C 19.1291 23.1982 18.8176  O79 1.480, H86 1.087, H87 1.131, H88 1.070
79 O 19.0301 22.0354 19.7285  C78 1.480, P80 1.572
80 P 18.2889 20.7249 19.2767  O79 1.572, O81 1.479, O82 1.519, O84 1.568
81 O 18.5041 20.3734 17.8566  P80 1.479
82 O 18.7469 19.6232 20.2160  P80 1.519, C83 1.443
83 C 19.0571 18.2880 19.7666  O82 1.443, H89 1.100, H90 1.077, H91 1.079
84 O 16.8498 21.1780 19.7050  P80 1.568, C85 1.456
85 C 15.6786 20.7824 18.9357  O84 1.456, H92 1.130, H93 1.113, H94 1.053
86 H 18.7401 24.0303 19.3997  C78 1.087
87 H 18.4896 23.0030 17.9050  C78 1.131
88 H 20.1694 23.2768 18.5794  C78 1.070
89 H 19.3672 18.3099 18.7119  C83 1.100
90 H 18.1473 17.7127 19.7800  C83 1.077
91 H 19.7620 17.9175 20.4945  C83 1.079
92 H 15.0114 20.3680 19.7475  C85 1.130
93 H 15.8350 19.9669 18.1948  C85 1.113
94 H 15.3021 21.6552 18.4829  C85 1.053
95 C 15.8247 15.9098 19.3953  O96 1.550, H103 1.133, H104 1.104, H105 1.118
96 O 15.2305 15.8603 20.8265  C95 1.550, P97 1.545
97 P 14.2927 17.0052 21.2693  O96 1.545, O98 1.487, O99 1.543, O101 1.642
98 O 14.5521 18.1613 20.3707  P97 1.487
99 O 12.8100 16.5882 21.1789  P97 1.543, C100 1.457
100 C 12.0789 15.4719 21.7635  O99 1.457, H106 1.106, H107 1.083, H108 1.032
101 O 14.4259 17.0974 22.9032  P97 1.642, C102 1.476
102 C 15.5728 17.8124 23.4964  O101 1.476, H109 1.101, H110 1.100, H111 1.039
103 H 15.8475 16.9857 19.0407  C95 1.133
104 H 15.0615 15.3686 18.8094  C95 1.104
105 H 16.8289 15.4193 19.3576  C95 1.118
106 H 11.3975 15.1050 20.9739  C100 1.106
107 H 11.3994 15.7934 22.5429  C100 1.083
108 H 12.6395 14.6676 22.0852  C100 1.032
109 H 16.0393 18.5199 22.7943  C102 1.101
110 H 16.3322 17.0781 23.8025  C102 1.100
111 H 15.2977 18.3484 24.3424  C102 1.039
112 C 12.2456 16.7024 18.0005  O113 1.428, H120 1.125, H121 1.086, H122 1.049
113 O 11.1690 16.2936 18.8450  C112 1.428, P114 1.609
114 P 9.6300 16.2508 18.3765  O113 1.609, O115 1.452, O116 1.550, O118 1.561
115 O 9.3472 15.9763 16.9794  P114 1.452
116 O 9.0642 15.1783 19.3414  P114 1.550, C117 1.439
117 C 9.5687 13.8404 19.1803  O116 1.439, H123 1.097, H124 1.140, H125 1.118
118 O 8.9908 17.5884 18.8667  P114 1.561, C119 1.494
119 C 9.2781 18.3465 20.1210  O118 1.494, H126 1.068, H127 1.095, H128 1.083
120 H 12.5513 15.9662 17.2064  C112 1.125
121 H 13.0945 16.9094 18.6454  C112 1.086
122 H 11.9655 17.5687 17.4789  C112 1.049
123 H 10.0253 13.4443 20.0960  C117 1.097
124 H 10.2858 13.8663 18.2948  C117 1.140
125 H 8.7242 13.2004 18.8236  C117 1.118
126 H 9.4052 17.6222 20.8949  C119 1.068
127 H 8.3672 18.9097 20.3502  C119 1.095
128 H 10.1815 18.9429 20.0778  C119 1.083
129 C 13.4912 17.8515 9.9219  C130 1.415, C133 1.420, H134 1.063
130 C 12.8755 17.8074 8.6486  C129 1.415, C131 1.373, H135 1.051
131 C 12.0330 16.7237 8.6059  C130 1.373, N132 1.372, H136 1.124
132 N 12.1470 16.0874 9.8159  C131 1.372, C133 1.332, H137 1.011
133 C 12.9438 16.7594 10.6453  C129 1.420, N132 1.332, H138 1.107
134 H 14.2223 18.5552 10.2396  C129 1.063
135 H 13.1343 18.3434 7.7821  C130 1.051
136 H 11.4708 16.2610 7.7492  C131 1.124
137 H 11.4354 15.4829 10.2028  N132 1.011
138 H 13.1511 16.3758 11.6623  C133 1.107
139 C 12.1967 20.4473 17.6459  C140 1.401, C143 1.398, H144 1.078
140 C 12.6616 21.7680 17.6081  C139 1.401, C141 1.361, H145 1.112
141 C 12.0331 22.4467 16.6094  C140 1.361, N142 1.347, H146 1.068
142 N 11.2693 21.5151 16.0059  C141 1.347, C143 1.321, H147 1.016
143 C 11.2816 20.3329 16.5948  C139 1.398, N142 1.321, H148 1.066
144 H 12.5875 19.6841 18.2996  C139 1.078
145 H 13.4311 22.1062 18.3367  C140 1.112
146 H 11.9429 23.4612 16.2877  C141 1.068
147 H 10.7772 21.6715 15.1310  N142 1.016
148 H 10.8116 19.5053 16.1137  C143 1.066
149 C 15.5342 23.1865 14.3606  C150 1.404, C153 1.343, H154 1.117
150 C 16.4544 23.3725 15.4052  C149 1.404, C151 1.384, H155 1.131
151 C 17.6265 22.7319 15.0408  C150 1.384, N152 1.374, H156 1.086
152 N 17.4332 22.2605 13.7652  C151 1.374, C153 1.367, H157 1.020
153 C 16.1516 22.5248 13.3683  C149 1.343, N152 1.367, H158 1.120
154 H 14.4829 23.5622 14.3268  C149 1.117
155 H 16.2633 24.0084 16.3205  C150 1.131
156 H 18.4438 22.3416 15.6394  C151 1.086
157 H 18.0158 21.6022 13.2476  N152 1.020
158 H 15.7901 22.0198 12.4366  C153 1.120

Here are the Mulliken charges for atoms 1 to 8, given in e:
1. C -1.36
2. C 0.32
3. C -0.48
4. O -0.26
5. C 0.63
6. O -0.65
7. O -0.36
8. H 0.40